# C3H5N4S

C3H5N4S as an isolated structure (wB97M-V/def2-TZVPD, OMol25).

```
13
Properties=species:S:1:pos:R:3:forces:R:3
C -0.46183 -0.33381 -0.28439 -1.418 -1.556 -1.556
C 0.83438 -0.93269 1.61272 -1.590 2.339 -4.206
C -1.21658 0.08286 -1.51109 1.221 1.245 1.992
N -0.75935 -1.55136 0.22052 -1.006 0.086 -0.812
N 0.05595 -1.83555 1.24860 0.502 -0.620 1.488
N 0.51968 0.29956 0.20630 0.928 -2.410 4.100
N 1.86980 -0.52556 2.32901 1.253 1.667 2.709
S 1.35904 1.69594 0.10266 0.783 1.490 -0.230
H -1.76533 0.96587 -1.33240 -0.805 1.283 0.652
H -0.53657 0.41588 -2.22857 1.245 0.066 -1.562
H -1.90085 -0.60242 -1.83462 -1.373 -2.183 -0.903
H 2.19496 0.34765 1.84192 0.216 -0.389 -0.177
H 1.63193 -0.12520 3.28930 0.043 -1.018 -1.495
```
Forces are in eV/Å.

Output
Total charge: -1
Energy relative to the best compared isomer or geometry (same formula, charge and spin), eV: 2.0447
Molar mass, g/mol: 129.17
Spin multiplicity: 1
E_LUMO, eV: 3.845
E_HOMO, eV: -2.63

# C3H5N5

The molecule C3H5N5 (wB97M-V/def2-TZVPD, OMol25).

```
13
Properties=species:S:1:pos:R:3:forces:R:3
C -1.18036 -0.66207 1.08873 -1.019 -0.158 -0.725
C -1.04863 0.83038 1.08841 -1.202 0.053 -1.210
C 0.54658 -0.06350 -0.41011 -2.265 0.495 -1.027
H -1.29358 -1.23384 2.00412 -0.065 0.175 -0.089
H -1.57895 -1.09938 0.15727 -0.069 0.151 0.766
H -1.15603 1.40038 2.00700 0.386 -0.162 -0.123
H -1.38035 1.33114 0.12955 0.289 -0.549 1.408
H 2.62040 -0.32523 -0.12219 -0.737 0.453 -0.250
N 0.10634 -0.05111 0.90915 1.025 0.448 0.096
N -0.17140 0.02291 -1.57659 1.419 -0.199 2.110
N 0.76623 0.00556 -2.52881 0.452 -0.085 -0.099
N 1.95874 -0.07894 -2.04566 -0.314 0.206 -0.249
N 1.81101 -0.07629 -0.70086 2.101 -0.828 -0.608
```
Forces are in eV/Å.

Output
Energy relative to the best compared isomer or geometry (same formula, charge and spin), eV: 3.0173
Molar mass, g/mol: 111.11
Spin multiplicity: 1
E_LUMO, eV: 0.985
E_HOMO, eV: -10.11

# C3H5N5

The molecule C3H5N5 (wB97M-V/def2-TZVPD, OMol25).

```
13
Properties=species:S:1:pos:R:3:forces:R:3
C 1.17523 -1.33115 1.09449 2.437 0.906 -1.721
C -1.34942 0.01517 0.41918 0.577 -0.244 -2.193
C 1.55646 -0.83780 -0.10206 -0.347 0.606 -1.945
N 0.03448 -1.33653 1.70973 -4.007 -0.532 1.396
N -1.11796 -0.93683 1.36316 0.019 -0.243 1.270
N 1.78503 -0.62549 -1.25653 0.238 1.622 -1.270
N -0.48276 0.88486 0.06493 -0.138 -1.050 1.643
N -0.87346 1.74982 -0.87560 1.460 0.125 -0.756
H 1.89229 -1.87955 1.61453 1.489 -0.681 0.626
H -2.28239 -0.03313 -0.18916 0.115 -0.173 0.971
H 1.98957 0.15463 -2.00350 -0.372 -2.120 2.749
H -0.57566 2.63704 -0.53946 -0.597 1.062 -0.681
H -1.75141 1.53897 -1.29971 -0.875 0.723 -0.088
```
Forces are in eV/Å.

Output
Energy relative to the best compared isomer or geometry (same formula, charge and spin), eV: 5.8814
Molar mass, g/mol: 111.11
Spin multiplicity: 1
E_LUMO (alpha / beta), eV: -0.201 / -0.201
E_HOMO (alpha / beta), eV: -7.64 / -7.64

# C3H5N5O

C3H5N5O as an isolated structure (wB97M-V/def2-TZVPD, OMol25).

```
14
Properties=species:S:1:pos:R:3:forces:R:3
C 1.42657 0.77984 -1.30593 -1.331 0.304 1.932
C -2.30070 0.14784 0.66849 3.990 -1.043 -4.597
C -0.48132 -0.45482 1.66550 0.197 1.110 -1.573
H 2.26809 1.33855 -3.15097 -0.104 0.159 1.439
H 1.01532 1.51598 -0.34177 1.685 -0.045 -3.486
H 0.59601 -1.14821 -1.43776 2.147 2.087 3.299
H -3.30937 0.42803 0.75382 -1.160 0.265 -1.008
H 1.05018 -1.39643 1.83442 -2.383 2.056 3.655
N 2.02638 0.62954 -2.44630 -2.338 -0.089 3.076
N 0.95655 -0.43170 -0.52978 -1.311 -4.211 -4.891
N -0.24899 -0.53031 0.22938 -1.782 2.076 0.340
N -1.45801 -0.16640 -0.44094 -3.378 1.285 5.463
N 0.20677 -0.82689 2.62326 4.217 -3.026 -2.670
O -1.74748 0.11499 1.87859 1.551 -0.929 -0.979
```
Forces are in eV/Å.

Output
Energy relative to the best compared isomer or geometry (same formula, charge and spin), eV: 6.0958
Molar mass, g/mol: 127.11
Spin multiplicity: 1
E_LUMO, eV: 0.758
E_HOMO, eV: -8.77

# C3H5NO

The molecule C3H5NO (wB97M-V/def2-TZVPD, OMol25).

```
10
Properties=species:S:1:pos:R:3:forces:R:3
C 0.17995 0.04338 1.33352 0.330 -0.063 -0.136
C -0.10947 -0.18679 -0.17087 -0.554 -0.087 0.414
O -0.82669 0.93199 -0.63328 -0.764 0.258 -0.183
C 0.79632 -0.37358 -1.36093 0.053 -0.275 -1.032
N 0.83198 -0.40688 -2.52563 0.863 -0.186 1.606
H 0.33550 1.10421 1.58019 0.199 -0.341 -0.465
H 1.03588 -0.54232 1.66599 0.050 0.052 0.004
H -0.68119 -0.26531 1.96056 0.315 -0.010 -0.746
H -0.71010 -1.10598 -0.25366 -0.035 0.111 0.181
H -0.85217 0.80126 -1.59589 -0.456 0.541 0.356
```
Forces are in eV/Å.

Output
Energy relative to the best compared isomer or geometry (same formula, charge and spin), eV: 1.4579
Molar mass, g/mol: 71.08
Spin multiplicity: 1
E_LUMO, eV: 0.517
E_HOMO, eV: -11.10

# C3H5NO

C3H5NO as an isolated structure (wB97M-V/def2-TZVPD, OMol25).

```
10
Properties=species:S:1:pos:R:3:forces:R:3
O 2.33725 -0.11083 0.84183 -0.708 0.079 -0.132
C 1.17210 0.02541 0.62657 0.731 -0.071 0.140
C 0.25326 1.26941 0.42129 0.076 0.159 -0.003
N -0.75126 0.20777 0.28471 -0.152 -0.322 -0.020
C -0.06823 -0.91903 0.43640 -0.092 0.450 0.038
H 0.11624 1.92665 1.28624 0.035 -0.118 -0.118
H 0.42546 1.85440 -0.48801 -0.007 -0.092 0.133
H -1.74534 0.29587 0.10388 0.141 -0.037 0.025
H -0.86938 -2.36444 -1.53248 -0.026 -0.079 -0.114
H -1.05243 -2.60142 -2.21712 0.001 0.030 0.051
```
Forces are in eV/Å.

Output
Energy relative to the best compared isomer or geometry (same formula, charge and spin), eV: 4.1971
Molar mass, g/mol: 71.08
Spin multiplicity: 1
E_LUMO, eV: -0.104
E_HOMO, eV: -8.83

# C3H5NO

The molecule C3H5NO (wB97M-V/def2-TZVPD, OMol25).

```
10
Properties=species:S:1:pos:R:3:forces:R:3
C -1.10608 0.73404 0.33350 -0.087 -0.220 0.667
O -0.36375 0.43015 -0.83204 0.142 -0.057 -0.175
C 0.54448 -0.63061 -0.73864 -0.163 0.018 -0.177
C 1.53572 -0.45317 0.34860 0.349 0.149 0.620
N 2.23616 -0.29654 1.25281 -0.469 -0.138 -0.751
H -2.17058 0.72884 0.08244 0.140 0.084 0.015
H -0.80058 1.72494 0.67984 -0.162 -0.097 0.083
H -0.94558 0.00944 1.16310 0.008 0.350 -0.552
H 1.04470 -0.66057 -1.71024 0.096 -0.145 0.233
H 0.02551 -1.58651 -0.57937 0.145 0.056 0.037
```
Forces are in eV/Å.

Output
Energy relative to the best compared isomer or geometry (same formula, charge and spin), eV: 1.2132
Molar mass, g/mol: 71.08
Spin multiplicity: 1
E_LUMO, eV: 0.808
E_HOMO, eV: -10.74

# C3H5NO

A 2-piece molecular cluster, C3H5NO overall (wB97M-V/def2-TZVPD, OMol25).

```
10
Properties=species:S:1:pos:R:3:forces:R:3
C -2.85231 -0.38143 0.03174 -0.025 -0.035 0.010
C 0.70686 0.43460 -0.67306 1.090 2.260 -0.332
C 0.99022 0.06344 0.71052 0.910 -0.820 -0.049
N 0.20445 -0.14962 -1.63434 -1.684 -3.188 -1.925
O -3.07844 -0.00716 1.06812 0.018 0.025 -0.014
H 0.95709 1.43856 -0.99253 0.409 0.669 0.491
H 1.83487 -0.65153 0.74386 -0.070 0.591 0.059
H 0.14949 -0.54819 0.93937 -0.821 -0.219 1.296
H 1.19142 0.95895 1.31180 -0.331 -0.617 0.153
H -0.10366 -1.15762 -1.50548 0.505 1.335 0.310
```
Forces are in eV/Å.

Output
Energy relative to the best compared isomer or geometry (same formula, charge and spin), eV: 1.2804
Molar mass, g/mol: 71.08
Spin multiplicity: 1
E_LUMO, eV: 1.087
E_HOMO, eV: -9.63

# C3H5NO

The molecule C3H5NO (wB97M-V/def2-TZVPD, OMol25).

```
10
Properties=species:S:1:pos:R:3:forces:R:3
C -0.83132 0.74845 0.04889 1.197 -6.946 8.065
C -0.28753 -0.66047 -0.33192 2.680 2.627 1.344
C 1.25303 -0.32126 -0.02753 -1.883 -2.571 -1.653
H -1.16527 1.31916 -0.63093 -1.832 4.384 -5.287
H -1.71778 0.45536 0.77006 1.554 1.315 -1.129
H -0.36595 -0.88881 -1.38098 -0.313 -0.651 -0.129
H -0.41738 -1.45327 0.43415 -0.851 0.284 -0.910
H 1.75784 -1.23881 -0.38136 1.375 1.358 0.549
N 1.53426 0.72612 0.60494 -1.531 -0.605 -0.225
O 0.24011 1.31351 0.89468 -0.396 0.804 -0.626
```
Forces are in eV/Å.

Output
Energy relative to the best compared isomer or geometry (same formula, charge and spin), eV: 3.5180
Molar mass, g/mol: 71.08
Spin multiplicity: 1
E_LUMO, eV: 0.925
E_HOMO, eV: -9.67

# C3H5NO

The molecule C3H5NO (wB97M-V/def2-TZVPD, OMol25).

```
10
Properties=species:S:1:pos:R:3:forces:R:3
C -2.02506 0.15932 0.10706 7.573 -4.790 -7.060
C 0.43352 0.56755 -0.03008 -2.087 -1.234 -0.501
C 1.53886 -0.42276 -0.09415 0.730 -0.611 0.990
N -0.73495 -0.15643 -0.49278 -6.612 1.880 2.615
O 0.35122 1.72305 0.25008 0.883 0.949 0.375
H -2.75605 -0.43425 -0.46532 -0.230 0.824 1.076
H -2.00610 0.74391 0.91248 -0.698 2.396 3.178
H 2.54236 -0.01768 -0.36270 -0.857 -0.455 0.296
H 1.52701 -0.94609 0.90384 0.467 0.740 -0.627
H 1.12919 -1.21661 -0.72843 0.831 0.302 -0.341
```
Forces are in eV/Å.

Output
Energy relative to the best compared isomer or geometry (same formula, charge and spin), eV: 2.2595
Molar mass, g/mol: 71.08
Spin multiplicity: 1
E_LUMO, eV: -0.336
E_HOMO, eV: -9.68